The following is a DFT calculation (ωB97M-V with the def2-TZVPD basis set) of a cluster of 6 separate species, C23H58IN2O15S5 in total.

CARTESIAN COORDINATES (ANGSTROEM)
N (3.605, -0.338, 3.531)
C (4.201, 0.946, 3.200)
C (3.326, 2.212, 3.257)
C (2.316, 2.280, 4.406)
C (0.996, 1.633, 4.014)
C (0.028, 2.544, 3.274)
C (-1.116, 1.738, 2.650)
C (-1.476, 0.506, 3.501)
I (-3.562, 0.079, 3.476)
C (-1.130, 0.577, 4.988)
N (0.243, 1.193, 5.253)
H (3.190, -0.401, 4.449)
H (2.981, -0.703, 2.826)
H (5.067, 1.091, 3.852)
H (4.590, 0.866, 2.185)
H (4.001, 3.067, 3.334)
H (2.802, 2.341, 2.305)
H (2.122, 3.328, 4.658)
H (2.728, 1.812, 5.310)
H (1.168, 0.723, 3.435)
H (0.559, 3.099, 2.501)
H (-0.350, 3.293, 3.983)
H (-0.801, 1.369, 1.672)
H (-1.971, 2.387, 2.471)
H (-1.028, -0.387, 3.072)
H (-1.127, -0.416, 5.427)
H (-1.844, 1.169, 5.554)
H (0.815, 0.569, 5.821)
H (0.104, 2.035, 5.813)
O (4.058, 2.370, 0.113)
S (3.509, 2.981, -1.069)
O (2.149, 2.673, -1.395)
O (4.464, 2.709, -2.283)
C (4.896, 1.332, -2.542)
C (3.817, 0.494, -3.178)
C (3.716, 4.724, -0.998)
H (5.253, 0.914, -1.601)
H (5.747, 1.471, -3.203)
H (2.983, 0.317, -2.502)
H (4.233, -0.474, -3.457)
H (3.435, 0.974, -4.078)
H (4.749, 4.946, -0.748)
H (3.040, 5.086, -0.227)
H (3.444, 5.141, -1.965)
O (2.344, -2.414, -3.750)
S (2.361, -3.513, -4.675)
O (3.354, -3.513, -5.704)
O (0.920, -3.686, -5.291)
C (0.257, -2.490, -5.811)
C (0.812, -2.050, -7.143)
C (2.429, -5.039, -3.805)
H (0.329, -1.713, -5.050)
H (-0.781, -2.803, -5.892)
H (1.838, -1.694, -7.056)
H (0.191, -1.239, -7.525)
H (0.782, -2.864, -7.866)
H (1.665, -5.040, -3.033)
H (3.424, -5.099, -3.371)
H (2.276, -5.846, -4.517)
O (-2.822, 6.107, 3.956)
S (-3.566, 5.076, 3.297)
O (-2.938, 4.388, 2.204)
O (-4.975, 5.621, 2.874)
C (-5.029, 6.911, 2.180)
C (-4.601, 6.803, 0.738)
C (-4.084, 3.863, 4.456)
H (-4.423, 7.618, 2.745)
H (-6.075, 7.193, 2.276)
H (-3.544, 6.559, 0.648)
H (-4.778, 7.764, 0.252)
H (-5.180, 6.041, 0.219)
H (-4.527, 4.328, 5.333)
H (-3.166, 3.342, 4.724)
H (-4.775, 3.175, 3.978)
O (-3.572, -0.275, 8.656)
S (-2.324, -0.974, 8.663)
O (-1.323, -0.582, 7.702)
O (-2.581, -2.527, 8.554)
C (-3.705, -3.011, 7.745)
C (-3.602, -2.568, 6.305)
C (-1.605, -0.949, 10.264)
H (-4.630, -2.663, 8.201)
H (-3.633, -4.088, 7.872)
H (-3.787, -1.497, 6.249)
H (-4.331, -3.073, 5.673)
H (-2.605, -2.767, 5.910)
H (-2.358, -1.258, 10.984)
H (-1.295, 0.078, 10.448)
H (-0.749, -1.618, 10.272)
O (-0.323, -3.634, -10.122)
S (-0.793, -4.454, -11.202)
O (-2.161, -4.870, -11.193)
O (0.161, -5.710, -11.339)
C (0.471, -6.454, -10.127)
C (-0.674, -7.332, -9.680)
C (-0.416, -3.705, -12.745)
H (0.770, -5.740, -9.359)
H (1.341, -7.040, -10.412)
H (-1.530, -6.742, -9.356)
H (-0.336, -7.948, -8.845)
H (-0.994, -7.988, -10.489)
H (0.628, -3.409, -12.746)
H (-1.068, -2.838, -12.829)
H (-0.630, -4.420, -13.535)

Forces on the atoms, in the same order (eV/Å):
-0.04 -0.06 -0.07
0.04 0.05 0.02
-0.01 0.09 -0.14
0.01 0.05 0.02
-0.15 -0.04 -0.06
0.07 -0.05 -0.03
-0.05 -0.11 -0.02
0.17 0.14 0.10
-0.22 -0.13 -0.24
0.07 0.01 -0.12
-0.05 0.09 -0.04
0.04 0.01 0.01
-0.01 0.04 0.00
-0.07 -0.06 0.05
0.06 0.06 0.06
-0.02 -0.01 -0.05
0.00 -0.05 0.04
-0.01 -0.05 0.07
0.00 -0.04 -0.06
0.09 0.02 0.08
0.00 -0.03 0.03
0.01 0.02 -0.06
-0.03 0.05 0.01
0.05 -0.02 0.08
0.03 0.02 0.05
-0.03 0.06 0.04
-0.01 0.04 -0.03
-0.06 -0.10 -0.02
0.06 -0.06 0.08
0.04 0.02 0.02
-0.02 -0.06 0.16
-0.02 0.04 -0.05
-0.05 -0.06 -0.11
0.12 0.00 0.03
-0.05 0.01 -0.02
-0.01 0.01 0.00
-0.03 0.01 0.02
-0.01 -0.01 -0.01
0.01 0.00 0.01
-0.02 -0.01 0.00
0.01 -0.01 0.00
0.00 0.00 -0.01
0.01 0.00 0.00
0.00 0.00 0.01
-0.02 -0.04 0.06
0.06 0.11 0.01
-0.01 -0.05 -0.03
0.00 0.01 -0.09
-0.08 0.01 0.07
0.02 -0.05 -0.05
0.01 0.00 0.01
0.02 0.00 0.00
0.01 -0.01 -0.02
0.00 0.01 0.02
0.01 0.01 -0.01
-0.03 0.02 -0.01
0.00 -0.01 0.00
-0.01 -0.01 0.00
0.01 0.00 0.00
0.00 0.00 0.03
0.10 0.00 0.00
-0.06 0.04 -0.02
0.00 -0.02 -0.09
-0.04 0.05 0.08
-0.01 -0.02 0.00
0.01 -0.01 0.11
0.02 -0.01 0.00
0.00 -0.01 -0.02
0.00 0.01 0.01
0.01 -0.01 -0.02
0.00 0.01 0.00
0.00 0.08 -0.05
-0.06 -0.07 0.07
0.01 0.01 -0.04
-0.03 0.05 -0.06
-0.04 -0.25 0.12
0.05 -0.01 0.04
0.00 0.15 -0.18
-0.05 -0.06 0.05
0.19 0.16 0.09
0.02 0.07 0.01
0.05 0.04 0.06
0.01 -0.01 -0.06
-0.02 0.01 -0.12
-0.05 -0.06 0.11
-0.01 -0.08 -0.03
0.00 -0.01 0.00
0.00 -0.01 0.02
0.00 0.00 0.00
0.04 0.03 0.02
-0.03 0.03 0.08
0.00 -0.03 -0.05
-0.05 -0.07 0.01
0.08 0.05 -0.01
0.00 -0.01 -0.02
-0.01 0.02 0.00
-0.01 0.00 0.00
-0.01 -0.01 0.00
0.00 0.00 0.00
-0.02 0.00 0.00
0.00 0.00 0.01
0.00 0.00 -0.01
0.01 0.00 -0.01
0.00 0.01 0.00

## Properties
**HOMO-LUMO gap**: 8.997 eV
**Total charge**: +1
**2S+1**: 1

Atom charges from the Mulliken analysis, given in e for atoms 1 to 5: N -0.54; C -0.87; C -0.35; C -1.14; C 0.02


The following is a DFT calculation (ωB97M-V with the def2-TZVPD basis set) of the molecule C22H29N3O5.

CARTESIAN COORDINATES (ANGSTROEM)
C (0.820, 1.037, 2.577)
C (-0.638, 1.203, 2.169)
C (-0.773, 2.167, 0.997)
N (-2.152, 2.266, 0.566)
C (-2.515, 2.473, -0.706)
O (-1.746, 2.675, -1.624)
C (-4.038, 2.402, -0.911)
O (-4.607, 1.386, -0.105)
C (-4.045, 0.146, -0.223)
C (-3.715, -0.424, -1.401)
O (-3.102, -1.614, -1.509)
C (-2.749, -2.269, -0.389)
C (-1.791, -3.401, -0.663)
N (-0.409, -2.947, -0.638)
C (-0.144, -1.844, -1.548)
C (1.357, -1.590, -1.609)
N (1.825, -1.266, -0.279)
C (2.971, -0.478, -0.148)
C (4.105, -0.901, 0.533)
C (5.203, -0.070, 0.689)
C (5.187, 1.198, 0.147)
C (4.063, 1.649, -0.531)
C (2.949, 0.838, -0.668)
O (1.781, 1.231, -1.263)
C (1.672, 2.546, -1.757)
C (1.606, -2.378, 0.613)
C (0.099, -2.643, 0.685)
C (-3.073, -1.817, 0.843)
C (-3.747, -0.548, 1.049)
O (-3.966, -0.053, 2.142)
H (1.244, 1.992, 2.877)
H (0.904, 0.347, 3.413)
H (1.405, 0.649, 1.746)
H (-1.053, 0.234, 1.885)
H (-1.223, 1.573, 3.015)
H (-0.406, 3.160, 1.286)
H (-0.182, 1.818, 0.146)
H (-2.867, 2.097, 1.262)
H (-4.502, 3.334, -0.576)
H (-4.254, 2.267, -1.976)
H (-3.878, 0.032, -2.366)
H (-1.991, -3.803, -1.660)
H (-1.908, -4.194, 0.077)
H (-0.520, -2.110, -2.538)
H (-0.625, -0.908, -1.222)
H (1.556, -0.758, -2.282)
H (1.865, -2.492, -1.989)
H (4.138, -1.899, 0.941)
H (6.071, -0.425, 1.222)
H (6.041, 1.850, 0.249)
H (4.061, 2.649, -0.935)
H (2.346, 2.712, -2.604)
H (1.880, 3.286, -0.977)
H (0.637, 2.652, -2.084)
H (1.968, -2.123, 1.610)
H (2.112, -3.294, 0.265)
H (-0.089, -3.500, 1.337)
H (-0.386, -1.754, 1.118)
H (-2.775, -2.366, 1.721)

Forces on the atoms, in the same order (eV/Å):
-0.26 0.02 -0.02
0.15 0.11 -0.14
0.15 -0.04 0.01
-0.02 0.00 0.43
-0.52 -0.10 0.14
0.16 0.14 -0.35
0.22 0.17 -0.24
-0.17 -0.33 0.08
0.08 -0.19 -0.13
-0.37 0.69 0.32
0.11 -0.26 -0.10
0.09 -0.12 0.68
-0.06 0.17 -0.14
0.05 -0.11 -0.03
0.35 -0.02 -0.22
-0.27 0.07 -0.29
-0.17 0.02 0.13
0.12 0.15 -0.05
-0.18 -0.01 -0.12
0.16 0.11 0.04
0.08 -0.08 0.08
-0.15 0.13 -0.13
-0.11 -0.03 -0.06
0.25 -0.43 0.27
-0.07 0.27 -0.17
-0.25 -0.02 0.19
0.28 -0.08 0.10
-0.09 -0.10 -0.36
0.05 0.17 -0.25
-0.03 0.02 -0.04
0.12 0.09 0.06
0.08 -0.05 0.10
0.11 -0.05 -0.09
-0.09 0.02 0.00
-0.08 -0.05 0.02
0.09 -0.08 -0.06
0.00 0.04 0.09
-0.06 -0.06 -0.13
0.05 -0.08 -0.09
0.11 0.02 0.13
-0.02 0.01 0.02
-0.08 -0.04 0.09
-0.08 0.04 -0.04
-0.03 0.04 -0.01
-0.03 0.01 -0.03
-0.01 -0.08 0.02
-0.02 0.06 -0.01
-0.04 -0.11 0.03
0.07 -0.03 0.04
0.07 0.05 0.01
-0.06 0.08 -0.05
0.03 -0.01 0.06
0.00 -0.02 -0.01
0.11 0.04 0.05
0.01 -0.02 -0.02
0.03 0.03 0.08
-0.02 0.01 0.04
0.05 -0.05 0.03
0.08 -0.10 0.04

## Properties
**Relative energy (zero: lowest compared OMol25 entry of this formula, charge and spin)**: 4.035 eV
**HOMO-LUMO gap**: 8.380 eV
**SMILES string**: CCCNC(=O)COc1coc(CN2CCN(c3ccccc3OC)CC2)cc1=O
**2S+1**: 1

Atom charges from the natural (NBO) analysis, given in e for atoms 1 to 5: C -0.61; C -0.40; C -0.23; N -0.61; C 0.65


The following is a DFT calculation (ωB97M-V with the def2-TZVPD basis set) of a structure of composition C36H54CdN2OSSb2Te.

CARTESIAN COORDINATES (ANGSTROEM)
Cd (-0.011, 0.230, -0.417)
C (-1.299, 3.675, 1.631)
Sb (-1.798, 2.282, 0.116)
C (-2.369, 3.529, -1.492)
C (-3.723, 1.583, 0.769)
C (-4.371, 0.731, -0.288)
C (-5.054, 1.378, -1.321)
C (-5.661, 0.678, -2.347)
C (-5.605, -0.709, -2.351)
C (-4.949, -1.365, -1.326)
C (-4.321, -0.673, -0.287)
C (-3.645, -1.476, 0.786)
Sb (-1.617, -2.049, 0.310)
C (-2.014, -3.374, -1.297)
C (-1.384, -3.391, 1.942)
H (-2.093, 4.414, 1.723)
H (-0.370, 4.161, 1.343)
H (-1.169, 3.158, 2.580)
H (-3.155, 4.205, -1.157)
H (-2.733, 2.918, -2.315)
H (-1.495, 4.096, -1.803)
H (-4.319, 2.476, 0.961)
H (-3.582, 1.071, 1.719)
H (-5.122, 2.460, -1.304)
H (-6.187, 1.209, -3.129)
H (-6.086, -1.276, -3.137)
H (-4.935, -2.449, -1.312)
H (-4.172, -2.419, 0.938)
H (-3.614, -0.966, 1.748)
H (-2.724, -4.137, -0.979)
H (-1.082, -3.840, -1.606)
H (-2.428, -2.807, -2.128)
H (-2.215, -4.095, 1.929)
H (-1.398, -2.834, 2.877)
H (-0.445, -3.929, 1.849)
C (2.664, 2.666, -2.747)
C (1.685, 3.066, -1.748)
N (0.910, 3.375, -0.959)
H (2.242, 1.865, -3.355)
H (3.563, 2.313, -2.242)
H (2.907, 3.518, -3.379)
C (1.895, -5.279, -0.906)
S (1.700, -3.626, -0.214)
C (2.353, -3.934, 1.439)
H (2.944, -5.573, -0.894)
H (1.552, -5.247, -1.938)
H (1.302, -6.008, -0.355)
H (1.829, -4.761, 1.917)
H (2.205, -3.031, 2.031)
H (3.420, -4.157, 1.401)
C (3.066, -1.022, -2.798)
C (1.960, -0.469, -1.942)
O (0.802, -0.303, -2.479)
N (2.122, -0.145, -0.688)
Te (3.904, -0.561, 0.655)
C (4.637, 1.336, 0.061)
C (4.010, 2.465, 0.605)
C (2.889, 2.369, 1.606)
C (4.441, 3.728, 0.212)
C (5.479, 3.900, -0.694)
C (5.932, 5.272, -1.111)
C (6.086, 2.765, -1.213)
C (5.689, 1.478, -0.855)
C (6.430, 0.323, -1.476)
C (5.881, -1.394, 1.062)
C (6.323, -2.541, 0.402)
C (5.539, -3.211, -0.698)
C (7.568, -3.068, 0.735)
C (8.377, -2.483, 1.697)
C (9.715, -3.068, 2.054)
C (7.908, -1.346, 2.345)
C (6.668, -0.790, 2.052)
C (6.232, 0.440, 2.807)
H (2.709, -1.180, -3.813)
H (3.407, -1.970, -2.379)
H (3.915, -0.337, -2.811)
H (2.036, 1.833, 1.185)
H (2.551, 3.364, 1.893)
H (3.205, 1.839, 2.507)
H (3.952, 4.601, 0.630)
H (5.401, 6.048, -0.563)
H (5.762, 5.432, -2.177)
H (7.001, 5.399, -0.932)
H (6.897, 2.876, -1.925)
H (6.862, 0.624, -2.430)
H (5.781, -0.534, -1.647)
H (7.241, -0.015, -0.829)
H (4.461, -3.185, -0.525)
H (5.845, -4.252, -0.804)
H (5.721, -2.722, -1.659)
H (7.914, -3.959, 0.223)
H (10.003, -3.853, 1.356)
H (9.693, -3.501, 3.056)
H (10.492, -2.303, 2.047)
H (8.522, -0.880, 3.109)
H (6.889, 0.615, 3.658)
H (5.213, 0.339, 3.187)
H (6.258, 1.328, 2.173)

Forces on the atoms, in the same order (eV/Å):
-0.11 -0.04 -0.05
0.00 0.00 -0.02
0.12 0.01 0.01
0.01 0.00 0.01
-0.04 -0.05 -0.03
0.02 -0.02 0.04
0.01 -0.01 0.03
0.00 -0.04 -0.01
-0.01 0.04 -0.01
0.02 0.00 0.02
0.01 0.05 0.01
0.01 0.01 -0.02
-0.06 0.01 0.01
-0.01 -0.01 0.01
0.01 0.00 0.00
-0.01 -0.01 0.00
-0.01 -0.02 0.01
0.00 0.01 0.01
0.00 0.00 0.00
0.01 0.01 -0.02
-0.01 -0.01 -0.01
0.00 0.00 0.00
-0.02 -0.01 0.00
0.00 0.00 0.00
0.00 0.00 0.00
0.00 0.00 0.00
0.00 0.00 0.00
-0.01 0.01 0.00
0.00 0.01 -0.01
0.00 0.00 0.00
0.00 0.00 0.00
0.00 -0.01 0.00
0.00 0.00 0.00
0.01 0.00 0.00
0.01 0.00 -0.01
-0.02 0.03 -0.01
0.04 -0.04 0.02
-0.04 -0.01 -0.03
-0.02 0.01 0.00
0.00 0.01 0.01
0.02 -0.01 -0.01
0.00 0.00 0.00
0.00 0.01 0.00
0.00 0.00 0.00
0.00 0.00 0.00
0.00 0.00 0.00
0.00 0.00 0.00
0.00 0.00 0.00
0.00 0.00 0.00
0.00 0.00 0.00
-0.01 0.00 -0.02
0.00 -0.05 -0.17
-0.02 0.00 0.01
0.06 0.09 0.24
-0.02 0.02 0.00
0.01 0.01 -0.01
0.01 0.00 -0.01
-0.01 -0.01 0.01
0.01 0.01 0.01
0.01 0.00 0.00
0.00 0.00 0.00
0.00 -0.01 0.00
-0.01 0.00 -0.01
-0.01 -0.01 0.01
0.02 -0.01 0.00
-0.02 0.00 -0.01
0.00 0.00 0.00
0.01 0.00 0.00
-0.01 0.00 0.00
0.00 0.00 0.00
0.00 0.00 0.00
0.00 0.01 0.01
0.00 -0.01 0.00
0.00 0.00 0.00
0.00 0.01 -0.01
0.00 0.00 0.00
0.00 0.00 0.00
0.00 0.00 0.00
0.01 0.00 0.00
0.00 0.00 0.00
0.00 0.00 0.00
0.00 0.00 0.00
0.00 0.00 0.00
0.00 0.00 0.00
0.00 0.00 0.00
0.01 0.01 0.00
0.00 0.00 0.00
0.00 -0.01 0.01
0.00 0.00 0.00
0.00 -0.01 0.01
0.00 0.00 0.00
0.00 0.00 0.00
0.00 0.00 0.00
0.00 0.00 0.00
0.00 0.00 0.00
0.00 0.00 0.00
0.00 0.00 0.00
0.00 0.00 0.00

## Properties
**Relative energy (zero: lowest compared OMol25 entry of this formula, charge and spin)**: 0.000 eV
**HOMO-LUMO gap (spin up / spin down)**: 7.018 / 7.121 eV
**Total charge**: +1
**2S+1**: 2

Atom charges from the Mulliken analysis, given in e for atoms 1 to 5: Cd 0.94; C -1.19; Sb 0.63; C -1.26; C -1.58